[1]
The following is a DFT calculation (ωB97M-V/def2-TZVPD) of a molecular structure, C18H29N9O3RbS.

Computed properties:
highest occupied orbital energy: -4.111 eV
gap between HOMO and LUMO: 0.2294 Eh
total charge: -1

Cartesian coordinates (Å):
1 C -0.9591 2.1705 1.1970
2 O 1.2963 -4.6732 -1.6236
3 C -2.9399 3.9698 -2.8620
4 C 0.3234 -4.2691 -0.9350
5 C -2.2416 4.1505 1.3847
6 N -1.2499 2.0250 -0.0906
7 H -1.5544 -0.1412 -6.5290
8 H 2.5214 -3.0666 -1.4113
9 H 0.0219 -6.2860 -0.2013
10 O -0.0519 -3.0735 -0.8149
11 H 2.6415 -1.4734 -0.8257
12 H 1.7189 -3.5364 -3.2612
13 Rb -0.2414 -0.5285 -1.8097
14 S -2.9695 -0.7255 -4.3287
15 N 2.7671 -2.0986 -1.6120
16 N -1.5796 0.7483 -6.0609
17 H 2.8649 0.9703 4.3254
18 N 1.9424 -2.6394 -3.6906
19 H -2.4072 4.9134 -2.7040
20 O 2.0448 -0.4497 -3.0298
21 C 3.4681 0.8324 2.2511
22 H 1.3593 -2.3583 -4.4600
23 H -3.1995 4.7335 -0.4388
24 H 1.8887 1.9422 3.2203
25 H -1.3129 -2.7017 2.8626
26 H 3.4754 0.4806 0.1120
27 H 2.3278 1.6887 0.6444
28 H 1.0695 -0.1200 5.2978
29 C 0.5175 -0.2186 4.3612
30 H -1.1281 3.2915 3.0287
31 C -0.8307 -1.7289 2.9458
32 H 4.0515 -0.0722 2.4408
33 C 2.4099 0.9799 3.3330
34 N -1.8570 1.7494 -4.0582
35 C -1.4149 3.2156 1.9877
36 N 1.4761 -0.1325 3.2709
37 H -2.6405 4.9817 1.9539
38 C -2.5516 4.0149 0.0440
39 C 2.7662 0.7180 0.9065
40 H -3.9733 4.1064 -2.5292
41 C 1.1688 -0.6361 2.0172
42 C 2.2210 -1.6481 -2.7848
43 H 0.4579 -2.3531 4.5304
44 C -0.2372 -1.5350 4.3274
45 H -2.9461 3.7419 -3.9241
46 H -1.5976 -0.9640 2.7619
47 C -2.0525 0.6532 -4.7582
48 H -1.4669 -5.4170 -0.6476
49 H -0.7553 1.3204 -6.1654
50 N -1.8552 1.7662 -2.7262
51 H -0.3182 1.4007 1.6219
52 H 4.1438 1.6898 2.2682
53 N 1.7182 -0.2882 0.9175
54 C -2.2764 2.8327 -2.1375
55 C -0.4844 -5.3227 -0.1796
56 H 0.0566 -1.9877 1.0334
57 H -0.1960 0.6195 4.3193
58 H -0.6353 -4.9983 0.8522
59 N 0.2476 -1.6673 1.9804
60 H -1.0157 -1.5388 5.0917
61 C -2.0269 2.9424 -0.6896

***

[2]
The following is a DFT calculation (ωB97M-V/def2-TZVPD) of 2 unconnected molecules or ions with the total composition C4H5N5OS.

Computed properties:
highest occupied orbital energy (spin up / spin down): -8.576 / -8.615 eV
gap between HOMO and LUMO (spin up / spin down): 0.2568 / 0.2857 Eh

Cartesian coordinates (Å):
1 H 0.9968 0.5558 1.1202
2 N 2.2286 -0.8884 0.4833
3 C -2.0257 -1.4458 -0.2886
4 N -0.2876 2.5841 -1.4451
5 C 1.4503 -1.2895 -0.4667
6 S -2.0713 0.3197 0.2957
7 N -0.8595 -1.7843 -0.6249
8 H 2.3578 0.1245 2.2106
9 O -2.6139 0.3239 1.6623
10 C -0.2262 0.3077 0.2266
11 H -2.9156 -2.0254 -0.2775
12 N 0.3055 2.4728 -0.4613
13 N 2.0262 0.1750 1.1682
14 H 1.8223 -2.0418 -1.0657
15 H -0.2476 3.4961 -2.1519
16 C 0.0597 -0.8846 -0.3850

***

[3]
The following is a DFT calculation (ωB97M-V/def2-TZVPD) of a molecular structure, C55H55GeN2OP2SiTc.

Computed properties:
highest occupied orbital energy: -12.172 eV
gap between HOMO and LUMO: 0.2544 Eh
total charge: +2

Cartesian coordinates (Å):
1 H -2.2076 3.5000 -3.1178
2 H -2.4408 0.2128 1.1757
3 C -0.3905 -3.7379 6.1257
4 H -5.3060 0.3641 -2.5222
5 C 1.2360 -2.9667 -0.4461
6 C 2.7882 3.5413 -2.7077
7 C 1.6781 1.4765 -3.2199
8 C 5.4854 0.7658 -2.6554
9 N -0.6471 2.7111 1.0560
10 C 4.5092 -0.2176 -2.6475
11 C -2.3054 4.2688 2.2905
12 H -0.4667 -1.1829 -3.5906
13 C 4.0263 3.2499 3.4374
14 H 0.6653 -1.8827 6.2666
15 C 4.3415 0.2664 6.0510
16 O -1.7719 1.3059 -1.2674
17 C -1.7344 -4.0193 4.1575
18 H 3.6867 2.2174 6.6398
19 C -1.3471 -2.7690 3.7041
20 C -2.3402 3.5917 -5.2521
21 H 2.5644 -1.8882 4.1653
22 H -3.4661 3.4387 -0.2110
23 Tc 0.0825 0.9780 0.3800
24 C 2.3310 -1.1902 1.1304
25 H -3.4330 -1.0539 0.4628
26 C -0.0739 -1.5171 -1.5317
27 C -2.0469 2.9729 -4.0498
28 C 1.9186 0.0909 4.7019
29 H -1.4089 4.4649 5.4916
30 H -1.9608 -0.3714 6.2682
31 C -1.2954 1.0263 -5.2583
32 C 0.3059 -2.8428 -1.4949
33 H 4.5027 -0.9786 -3.4128
34 H -3.0508 1.2515 7.7609
35 H -4.2577 3.2733 -1.7713
36 C -4.1323 2.8094 -0.7943
37 H 1.7334 -3.8664 -0.1446
38 C 0.6279 1.8395 -2.3796
39 H 6.2567 2.4918 -1.6514
40 C 3.5610 0.7162 -0.6416
41 H -0.2056 3.4254 -1.1630
42 C -1.8514 0.6882 6.0841
43 H 5.2646 0.3229 6.6060
44 C 3.4559 1.3747 2.0570
45 C -0.4769 -1.9983 4.4604
46 N 0.5630 -0.8132 -0.5469
47 H 3.7794 4.2092 3.8651
48 H 4.9337 -0.1898 1.9604
49 C 2.8198 -0.9670 4.6729
50 H -0.3068 2.8204 3.9755
51 C 5.2358 2.6506 3.7526
52 H 1.9262 -1.2967 2.1432
53 H 2.8154 -1.0320 -1.6462
54 C 4.6703 0.7715 2.3774
55 H -1.5592 -5.4806 5.7119
56 H 1.5508 2.0655 5.4448
57 H 3.2984 -1.6946 1.0809
58 H -1.9279 -1.2082 -2.6051
59 P 2.4254 0.6137 0.7773
60 C 0.6469 3.0743 -1.7306
61 H -1.7159 -2.3867 2.7614
62 H 3.5486 2.0647 -4.0607
63 H -0.0283 -4.1052 7.0747
64 H -2.5277 6.2862 2.9980
65 H -2.7390 4.5945 -5.2571
66 C 3.1340 2.6188 2.5859
67 H -0.8470 5.7369 2.9603
68 C -0.9265 2.4864 4.8013
69 H -2.3321 3.4240 -7.3878
70 C 5.4881 1.7356 -1.6657
71 H -2.4264 -4.6120 3.5773
72 H -1.3836 1.1458 -7.3905
73 H 4.7208 -1.7056 5.3096
74 C -1.7989 5.7096 2.4347
75 C 1.3834 -1.7146 0.1007
76 Ge 0.0634 -0.1505 4.0097
77 C -1.5803 1.6542 -6.4579
78 H -2.7640 3.6728 7.3752
79 H -1.6796 6.1727 1.4577
80 H 1.7606 4.8547 -1.3581
81 C 4.0312 -0.8757 5.3332
82 C 3.4523 1.3266 6.0780
83 H -0.8740 0.0322 -5.2664
84 H 5.9325 3.1514 4.4092
85 C -1.5436 3.4010 5.6390
86 H 3.6247 4.2078 -2.8478
87 C -2.1096 2.9351 -6.4529
88 H 4.5403 2.4740 0.1054
89 H -3.8440 0.6733 -3.4215
90 H 1.6341 0.5324 -3.7444
91 H -3.2753 4.2634 1.7841
92 H -0.0382 -3.6328 -2.1340
93 C -0.0079 -2.4889 5.6746
94 C -1.0668 1.1223 5.0243
95 P -0.9211 0.9319 -2.5259
96 C -0.0433 0.3401 2.1095
97 C 4.5254 1.7229 -0.6722
98 C -1.2534 -4.5068 5.3618
99 C 1.7457 3.9055 -1.8712
100 C 2.2492 1.2420 5.4016
101 C -4.2299 0.2170 -2.5098
102 H -5.1055 2.8176 -0.3125
103 C 3.5490 -0.2420 -1.6519
104 C -1.3970 3.4237 1.5768
105 C -0.8810 -0.8769 -2.6251
106 H 6.5042 0.9461 3.4504
107 H -4.0691 -0.8565 -2.5768
108 Si -3.5025 1.0241 -0.9516
109 H 2.1860 3.0689 2.3172
110 C 2.7490 2.3342 -3.3898
111 H -2.4453 3.8127 3.2801
112 C -2.4673 1.6005 6.9236
113 C -1.5466 1.6722 -4.0504
114 C -2.3086 2.9583 6.7066
115 H -4.1966 0.2576 1.3264
116 C 5.5593 1.4127 3.2190
117 C -3.3819 0.0169 0.6504
118 H 6.2475 0.7658 -3.4197

***

[4]
The following is a DFT calculation (ωB97M-V/def2-TZVPD) of C3H7NO2 in the gas phase.

Computed properties:
highest occupied orbital energy: -9.671 eV
gap between HOMO and LUMO: 0.3882 Eh
structure (SMILES): COC(=O)CN

Cartesian coordinates (Å):
1 O 0.0236 1.5188 0.0072
2 H 2.6479 0.6543 0.7933
3 H 2.9200 -0.7249 -0.3149
4 N -2.2754 -0.3498 -0.5730
5 O 0.9976 -0.4940 0.2731
6 H 2.1423 0.7819 -0.9078
7 C 2.2538 0.1002 -0.0626
8 H -1.1622 -1.4144 0.8479
9 H -2.4229 0.6174 -0.8477
10 H -1.8473 -0.8152 -1.3690
11 C -0.0544 0.3413 0.2732
12 C -1.3617 -0.3799 0.5616
13 H -1.8469 0.1177 1.4069

***

[5]
The following is a DFT calculation (ωB97M-V/def2-TZVPD) of a molecular structure, C19H35IrNO2P2.

Computed properties:
spin multiplicity: 6
highest occupied orbital energy (spin up / spin down): -11.972 / -13.231 eV
gap between HOMO and LUMO (spin up / spin down): 0.2381 / 0.2591 Eh
total charge: +2

Cartesian coordinates (Å):
1 C 4.0268 -0.8446 2.5186
2 H -2.6142 0.9094 -2.2650
3 C -0.9802 1.8903 0.2455
4 H 5.7713 1.5694 1.9718
5 C 0.1487 2.2725 -0.5894
6 H -5.0325 2.0152 -0.1757
7 H -0.5978 1.1937 -2.2981
8 C -0.3150 -3.2769 -2.3093
9 H 6.1408 -0.6123 2.7814
10 H -0.5925 -1.6201 -4.5339
11 C 0.3903 1.5025 -1.9203
12 H 0.7538 -3.5070 -2.2374
13 H 0.9226 -0.8740 -3.9494
14 H -0.8788 -3.8096 -1.5336
15 H 1.7554 -1.6221 -1.5474
16 C 5.3783 -0.5525 1.9990
17 H -1.4854 -1.5458 0.1871
18 H 0.9536 -1.9540 0.5887
19 H 0.8505 2.1870 -2.6559
20 H -4.0930 0.0149 -1.9961
21 H -4.0866 -1.5139 0.8240
22 C -2.3847 -1.2786 -2.0097
23 O 3.1479 2.1205 0.9467
24 H 2.3301 0.7182 -1.3773
25 C 1.3365 0.4314 -1.7173
26 P -3.1320 0.5924 0.0899
27 H -0.6840 -3.5470 -3.3065
28 C -0.8372 -0.8118 0.7075
29 C -3.9710 2.1804 0.0494
30 H -0.8809 -1.1885 1.7573
31 H 1.0950 2.3149 -0.0172
32 H 1.2614 -0.2629 0.7851
33 H -3.5588 2.8390 -0.7226
34 O 3.5200 -1.6516 3.3656
35 H 1.0232 1.5901 4.3276
36 N 3.1237 0.0494 2.1009
37 C 0.9353 -0.9026 -1.3189
38 C -0.1680 -0.9048 -3.8241
39 H -0.0370 3.3311 -0.8689
40 C 3.7291 1.1627 1.4227
41 Ir 1.9380 -0.4664 3.5873
42 C -3.0405 0.0789 -1.6725
43 H -0.5646 0.1000 -4.0225
44 C 0.6138 0.5645 4.4447
45 H 5.5894 0.9152 0.3600
46 C -1.5341 0.6233 0.7247
47 C -4.2531 -0.4489 1.0051
48 H -5.2823 -0.2086 0.7104
49 H -1.7634 0.7455 1.8104
50 H -2.7168 -1.5610 -3.0256
51 H -4.1540 -0.2388 2.0764
52 H -2.7542 -2.0627 -1.3277
53 H 5.6460 -1.3043 1.2519
54 H 0.5421 0.3348 5.5171
55 H -3.8985 2.6860 1.0191
56 H -1.5471 2.7453 0.6158
57 P -0.5513 -1.4945 -2.1355
58 C 0.6135 -0.9650 0.2411
59 C 5.2141 0.8376 1.3827
60 H -0.3615 0.5148 3.9420

***

[6]
The following is a DFT calculation (ωB97M-V/def2-TZVPD) of 2 unconnected molecules or ions with the total composition C5H11NO2.

Computed properties:
highest occupied orbital energy: -8.346 eV
gap between HOMO and LUMO: 0.3426 Eh
structure (SMILES): C/C=C/N.CC(=O)O

Cartesian coordinates (Å):
1 C 0.6967 -0.2321 -3.0633
2 H 1.4292 0.5479 1.1250
3 H 0.6427 -1.1387 -0.0131
4 H -3.0953 1.5558 1.8740
5 C 0.8209 -0.0825 -1.5608
6 H -0.9512 1.1793 0.4310
7 H -3.2806 0.1357 0.9005
8 C -2.7014 0.5808 1.6890
9 H 0.7271 -1.2535 -3.3342
10 H -0.1858 0.2709 -3.4358
11 N 1.0789 -0.2920 1.5895
12 C -0.2763 -0.1171 2.0154
13 H -2.9550 0.0239 2.6149
14 H 1.6832 -0.6314 2.3355
15 O 1.2485 0.9145 -0.9288
16 H 1.5177 0.3410 -3.5348
17 O 0.4251 -1.2553 -0.9963
18 H -0.4357 -0.7146 2.8986
19 C -1.2129 0.5933 1.3218